The following is a DFT calculation (ωB97M-V with the def2-TZVPD basis set) of 13 unconnected molecules or ions with the total composition C34H101N19O13.

The multiplicity is 1. Its energy above the lowest of the compared OMol25 structures with the same formula, charge and spin is 206.6 kcal/mol. The calculation puts the frontier orbital gap at 8.9 eV.

Each atom is followed by the atoms it is bonded to, with distances in Å.
CARTESIAN COORDINATES (ANGSTROEM)
1 C 3.6338 -9.2529 -1.6165  O2 1.224, N3 1.323, N4 1.328
2 O 3.7210 -8.0947 -2.0031  C1 1.224
3 N 3.9355 -9.7118 -0.4134  C1 1.323, H5 1.010, H6 1.010
4 N 3.3274 -10.2575 -2.4292  C1 1.328, H7 1.010, H8 1.010
5 H 3.9210 -9.0576 0.3559  N3 1.010
6 H 3.7156 -10.6767 -0.2118  N3 1.010
7 H 3.0656 -10.0214 -3.3756  N4 1.010
8 H 3.4477 -11.1519 -1.9757  N4 1.010
9 C -1.8424 3.4662 -9.3540  O10 1.235, N11 1.302, N12 1.367
10 O -2.1946 4.6478 -9.4323  C9 1.235
11 N -1.1769 2.8518 -8.4181  C9 1.302, H13 1.010, H14 1.010
12 N -2.0481 2.6527 -10.4335  C9 1.367, H15 1.010, H16 1.010
13 H -0.9636 3.3854 -7.5875  N11 1.010
14 H -0.9996 1.8754 -8.6060  N11 1.010
15 H -1.8640 1.6636 -10.3442  N12 1.010
16 H -2.3629 2.9844 -11.3340  N12 1.010
17 C 1.5273 -3.7650 -7.4164  O18 1.203, N19 1.320, N20 1.320
18 O 0.7249 -3.2232 -8.1311  C17 1.203
19 N 1.4459 -3.6499 -6.1037  C17 1.320, H21 1.010, H22 1.010
20 N 2.5811 -4.3773 -7.9244  C17 1.320, H23 1.010, H24 1.010
21 H 0.5873 -3.3576 -5.6593  N19 1.010
22 H 2.1593 -4.1790 -5.6229  N19 1.010
23 H 2.6927 -4.5630 -8.9109  N20 1.010
24 H 3.2799 -4.7901 -7.3233  N20 1.010
25 C -1.0361 -0.7985 -0.4127  O26 1.195, N27 1.303, N28 1.295
26 O -2.1776 -0.8226 -0.0595  C25 1.195
27 N -0.2327 -1.8226 -0.3462  C25 1.303, H29 1.010, H30 1.010
28 N -0.3375 0.1921 -0.8694  C25 1.295, H31 1.010, H32 1.010
29 H 0.5984 -1.8312 -0.9200  N27 1.010
30 H -0.6171 -2.7066 -0.0450  N27 1.010
31 H -0.8005 1.0641 -1.0822  N28 1.010
32 H 0.6605 0.0496 -0.9308  N28 1.010
33 C -7.6162 5.1663 -1.8707  O34 1.208, N35 1.306, N36 1.290
34 O -8.1530 4.8776 -0.8277  C33 1.208
35 N -6.7640 4.3569 -2.4402  C33 1.306, H37 1.010, H38 1.010
36 N -7.9387 6.2346 -2.5183  C33 1.290, H39 1.010, H40 1.010
37 H -6.1003 4.7279 -3.1050  N35 1.010
38 H -6.4211 3.7307 -1.7258  N35 1.010
39 H -7.5020 6.5642 -3.3673  N36 1.010
40 H -8.7178 6.6679 -2.0435  N36 1.010
41 C -0.1855 8.4454 -3.9464  O42 1.224, N43 1.303, N44 1.303
42 O -0.9515 7.4935 -3.8806  C41 1.224
43 N -0.2733 9.5886 -4.5647  C41 1.303, H45 1.010, H46 1.010
44 N 0.9783 8.4519 -3.3604  C41 1.303, H47 1.010, H48 1.010
45 H -1.0701 9.6179 -5.1846  N43 1.010
46 H 0.5187 10.2153 -4.5690  N43 1.010
47 H 0.9952 7.7878 -2.5996  N44 1.010
48 H 1.4354 9.3236 -3.1342  N44 1.010
49 C -5.1671 -7.1284 -1.1273  C50 1.574, H55 1.090, H56 1.090, H57 1.090
50 C -4.1786 -8.3002 -0.7727  C49 1.574, C51 1.563, N54 1.440, H58 1.090
51 C -3.4263 -8.9098 -1.9996  C50 1.563, O52 1.422, H59 1.090, H60 1.090
52 O -4.4108 -9.5262 -2.8198  C51 1.422, C53 1.417
53 C -4.5846 -8.6925 -3.9520  O52 1.417, H61 1.090, H62 1.090, H63 1.090
54 N -3.1485 -7.7517 0.0712  C50 1.440, H64 1.010, H65 1.010
55 H -5.9804 -7.4497 -1.7780  C49 1.090
56 H -4.5082 -6.3842 -1.5747  C49 1.090
57 H -5.6184 -6.6808 -0.2418  C49 1.090
58 H -4.7837 -9.0839 -0.3168  C50 1.090
59 H -2.7876 -9.6976 -1.6002  C51 1.090
60 H -2.7784 -8.0991 -2.3329  C51 1.090
61 H -5.3085 -7.9148 -3.7085  C53 1.090
62 H -5.0036 -9.3713 -4.6948  C53 1.090
63 H -3.6373 -8.3466 -4.3657  C53 1.090
64 H -2.5573 -8.4887 0.4281  N54 1.010
65 H -3.4948 -7.4329 0.9647  N54 1.010
66 C -2.4533 -2.9294 7.6069  C67 1.540, H72 1.090, H73 1.090, H74 1.090
67 C -2.1018 -3.9121 8.7397  C66 1.540, C68 1.525, N71 1.467, H75 1.090
68 C -3.1805 -3.8853 9.8177  C67 1.525, O69 1.367, H76 1.090, H77 1.090
69 O -3.3903 -2.6361 10.3308  C68 1.367, C70 1.435
70 C -4.2267 -2.6083 11.4966  O69 1.435, H78 1.090, H79 1.090, H80 1.090
71 N -2.1910 -5.2579 8.1635  C67 1.467, H81 1.010, H82 1.010
72 H -1.7329 -2.9782 6.7904  C66 1.090
73 H -2.5474 -1.9067 7.9720  C66 1.090
74 H -3.4203 -3.1920 7.1779  C66 1.090
75 H -1.1564 -3.6602 9.2202  C67 1.090
76 H -2.9901 -4.6480 10.5728  C68 1.090
77 H -4.0782 -4.3012 9.3604  C68 1.090
78 H -4.4031 -1.5781 11.8062  C70 1.090
79 H -3.7328 -3.2025 12.2654  C70 1.090
80 H -5.2034 -3.0710 11.3550  C70 1.090
81 H -1.7086 -6.0057 8.6412  N71 1.010
82 H -1.7931 -5.3893 7.2446  N71 1.010
83 C -1.0433 9.5298 3.0620  C84 1.545, H89 1.090, H90 1.090, H91 1.090
84 C -2.3911 9.4481 3.8127  C83 1.545, C85 1.566, N88 1.468, H92 1.090
85 C -2.5144 8.5436 5.0847  C84 1.566, O86 1.451, H93 1.090, H94 1.090
86 O -1.6667 7.4038 4.7887  C85 1.451, C87 1.481
87 C -2.2564 6.4697 3.8029  O86 1.481, H95 1.090, H96 1.090, H97 1.090
88 N -2.6757 10.8584 4.1022  C84 1.468, H98 1.010, H99 1.010
89 H -0.2929 10.0501 3.6571  C83 1.090
90 H -1.0526 10.1007 2.1335  C83 1.090
91 H -0.6487 8.5254 2.9082  C83 1.090
92 H -3.0414 9.0686 3.0246  C84 1.090
93 H -3.5211 8.2516 5.3840  C85 1.090
94 H -2.1392 9.1594 5.9021  C85 1.090
95 H -2.4068 7.0182 2.8731  C87 1.090
96 H -3.2121 6.0459 4.1115  C87 1.090
97 H -1.5444 5.6547 3.6731  C87 1.090
98 H -2.6998 11.3936 3.2460  N88 1.010
99 H -2.0939 11.2784 4.8130  N88 1.010
100 C 6.4460 1.5488 -8.0696  C101 1.520, H106 1.090, H107 1.090, H108 1.090
101 C 7.9636 1.6035 -8.1414  C100 1.520, C102 1.602, N105 1.507, H109 1.090
102 C 8.4887 1.4711 -9.6488  C101 1.602, O103 1.407, H110 1.090, H111 1.090
103 O 9.8625 1.7548 -9.5363  C102 1.407, C104 1.441
104 C 10.5936 1.5338 -10.7586  O103 1.441, H112 1.090, H113 1.090, H114 1.090
105 N 8.4715 2.9077 -7.5837  C101 1.507, H115 1.010, H116 1.010
106 H 5.9489 1.9107 -7.1696  C100 1.090
107 H 6.2364 0.4803 -8.1175  C100 1.090
108 H 6.0261 1.8245 -9.0370  C100 1.090
109 H 8.4070 0.8167 -7.5311  C101 1.090
110 H 7.9778 2.1622 -10.3193  C102 1.090
111 H 8.3391 0.4305 -9.9367  C102 1.090
112 H 10.3625 2.2483 -11.5487  C104 1.090
113 H 10.2377 0.6077 -11.2102  C104 1.090
114 H 11.6713 1.6600 -10.6548  C104 1.090
115 H 8.6441 2.9057 -6.5885  N105 1.010
116 H 9.3431 3.1029 -8.0551  N105 1.010
117 C 5.9476 -2.6806 5.4416  C118 1.548, H123 1.090, H124 1.090, H125 1.090
118 C 5.5640 -3.6192 4.2725  C117 1.548, C119 1.561, N122 1.477, H126 1.090
119 C 6.8006 -3.9753 3.3895  C118 1.561, O120 1.460, H127 1.090, H128 1.090
120 O 7.4893 -2.7496 2.9962  C119 1.460, C121 1.427
121 C 8.9078 -2.8942 2.9426  O120 1.427, H129 1.090, H130 1.090, H131 1.090
122 N 4.8854 -4.8324 4.7717  C118 1.477, H132 1.010, H133 1.010
123 H 5.0819 -2.3146 5.9935  C117 1.090
124 H 6.3987 -1.7803 5.0243  C117 1.090
125 H 6.6349 -3.1622 6.1371  C117 1.090
126 H 4.8396 -3.0510 3.6892  C118 1.090
127 H 6.5018 -4.3953 2.4291  C119 1.090
128 H 7.4204 -4.6499 3.9802  C119 1.090
129 H 9.3737 -2.7349 3.9150  C121 1.090
130 H 9.2640 -2.0805 2.3108  C121 1.090
131 H 9.2628 -3.8011 2.4531  C121 1.090
132 H 5.5571 -5.2938 5.3684  N122 1.010
133 H 4.1731 -4.5629 5.4351  N122 1.010
134 C -10.0996 0.7945 5.2987  C135 1.503, H140 1.090, H141 1.090, H142 1.090
135 C -10.9055 -0.0870 4.3862  C134 1.503, C136 1.517, N139 1.478, H143 1.090
136 C -12.2971 0.5126 4.3123  C135 1.517, O137 1.447, H144 1.090, H145 1.090
137 O -12.8547 0.7701 5.6221  C136 1.447, C138 1.435
138 C -14.2361 0.3828 5.5791  O137 1.435, H146 1.090, H147 1.090, H148 1.090
139 N -10.3395 -0.0993 3.0204  C135 1.478, H149 1.010, H150 1.010
140 H -10.5070 0.7752 6.3095  C134 1.090
141 H -9.9760 1.8304 4.9829  C134 1.090
142 H -9.0489 0.5384 5.4347  C134 1.090
143 H -11.0876 -1.0833 4.7890  C135 1.090
144 H -12.8236 -0.2005 3.6780  C136 1.090
145 H -12.3974 1.4631 3.7882  C136 1.090
146 H -14.5928 0.6767 6.5663  C138 1.090
147 H -14.3557 -0.6948 5.4670  C138 1.090
148 H -14.8363 0.9880 4.8996  C138 1.090
149 H -9.3389 -0.1806 3.1316  N139 1.010
150 H -10.3237 0.8654 2.7218  N139 1.010
151 C 5.5687 3.5485 1.4055  C152 1.563, H157 1.090, H158 1.090, H159 1.090
152 C 6.5131 3.2270 0.2026  C151 1.563, C153 1.538, N156 1.456, H160 1.090
153 C 8.0031 3.2661 0.5823  C152 1.538, O154 1.420, H161 1.090, H162 1.090
154 O 8.8206 3.1334 -0.5710  C153 1.420, C155 1.449
155 C 10.2225 3.4651 -0.4200  O154 1.449, H163 1.090, H164 1.090, H165 1.090
156 N 6.2381 1.8956 -0.3181  C152 1.456, H166 1.010, H167 1.010
157 H 5.4431 2.7870 2.1752  C151 1.090
158 H 4.6148 3.9760 1.0969  C151 1.090
159 H 5.9390 4.4118 1.9584  C151 1.090
160 H 6.2439 3.9370 -0.5794  C152 1.090
161 H 8.2247 2.5240 1.3493  C153 1.090
162 H 8.2291 4.2351 1.0276  C153 1.090
163 H 10.8273 2.9292 -1.1514  C155 1.090
164 H 10.5155 3.1321 0.5757  C155 1.090
165 H 10.3232 4.5454 -0.5240  C155 1.090
166 H 7.0884 1.8215 -0.8582  N156 1.010
167 H 6.3609 1.1691 0.3727  N156 1.010